Record 1
Molecular formula: C9H4AgF8O6S
Method: DFT, ωB97M-V/def2-TZVPD

Net charge: +1
Calculated total energy in Ha: -2140.5691
E_HOMO in eV: -14.36

Each line ends with the Löwdin charge.
Positions of all 29 atoms, in Å:
Ag1 3.3158 -4.0381 1.3779  0.932
S1 -1.7962 -0.8627 -1.5000  0.788
F1 -3.6962 2.0339 0.3537  0.209
F2 -4.1496 -0.1400 -0.7198  0.206
F3 -2.8801 -0.9090 0.8054  0.132
F4 0.5590 1.1801 2.0201  0.154
F5 2.0876 2.6883 2.0974  0.198
F6 -1.7759 1.9790 -0.5938  0.176
F7 -2.0165 1.2916 1.4348  0.203
F8 0.5285 2.8708 0.6612  0.188
O1 -1.2958 -3.6153 0.1749  0.236
O2 2.7054 -1.8119 0.8813  0.092
O3 0.9428 -3.0739 0.4226  0.103
O4 -1.4228 0.0329 -2.5431  -0.221
O5 -2.4717 -2.0351 -1.9440  -0.212
O6 3.0047 2.0746 -0.3479  0.039
C1 1.6000 -1.8914 0.3817  -0.364
C2 2.1350 1.1840 0.3145  -0.244
C3 -2.5702 1.3475 0.2503  -0.593
C4 0.7975 -0.8669 -0.3367  -0.039
C5 -2.9409 -0.0892 -0.2570  -0.476
C6 -0.3728 -1.4559 -0.5883  -0.071
C7 -0.4048 -2.8268 -0.0049  -0.316
C8 1.3076 2.0095 1.2808  -0.636
C9 1.2391 0.4883 -0.7344  -0.018
H1 1.8329 0.4256 -1.6387  0.162
H2 0.3829 1.1156 -0.9532  0.116
H3 2.5909 2.4075 -1.1442  0.108
H4 2.7639 0.4870 0.8494  0.148


Record 2
Molecular formula: C9H4MgN2O3
Method: DFT, ωB97M-V/def2-TZVPD

Net charge: +2
Calculated total energy in Ha: -880.0012
Relative energy (zero: lowest compared OMol25 entry of this formula, charge and spin) in kcal/mol: 49.6
E_HOMO in eV: -17.00

Each line ends with the Löwdin charge.
Positions of all 19 atoms, in Å:
Mg1 -1.4738 0.2300 0.2294  1.043
O1 -2.3296 -2.2893 -2.0716  0.175
O2 -0.5199 3.3394 -0.8807  0.217
O3 4.2249 -0.9630 -1.1842  0.051
N1 -0.3847 -0.0572 2.1566  -0.071
N2 -1.5697 -3.7044 5.2202  0.238
C1 -0.6667 -1.2857 2.7960  -0.032
C2 -1.7183 -1.5144 -1.4293  0.128
C3 -0.7570 -1.4708 4.1785  -0.200
C4 0.0353 0.9219 2.9542  -0.088
C5 3.1289 -0.7102 -1.1291  -0.033
C6 -0.4663 -0.3946 5.0261  0.082
C7 -1.1928 -2.6733 4.7744  -0.141
C8 -0.5433 2.2329 -0.6897  0.077
C9 -0.0332 0.8591 4.4287  0.089
H1 0.3943 1.8278 2.5491  0.104
H2 0.1940 1.6404 5.0388  0.086
H3 -0.8492 -2.0912 2.0570  0.134
H4 -0.5647 -0.5074 6.0909  0.141


Record 3
Molecular formula: C9H58NO21
Method: DFT, ωB97M-V/def2-TZVPD

Net charge: -1
Calculated total energy in Ha: -2011.2230
Relative energy (zero: lowest compared OMol25 entry of this formula, charge and spin) in kcal/mol: 839.4
E_HOMO in eV: -3.89

Each line ends with the Löwdin charge.
Positions of all 89 atoms, in Å:
O1 2.3787 3.6985 -0.4105  -0.183
O2 2.3065 -1.3071 -1.8740  -0.090
O3 2.7384 2.6815 -2.1422  0.018
O4 -0.6836 -4.1390 -2.3766  -0.054
O5 -3.0793 -1.5515 2.8930  -0.042
O6 -1.0465 -3.2333 3.4042  -0.063
O7 0.4691 0.0269 4.4080  -0.024
O8 1.0546 -2.3466 3.5646  -0.085
O9 2.3372 0.5860 -2.9862  -0.028
O10 -2.4732 2.4772 0.1314  -0.022
O11 -3.9827 -0.4206 0.0905  0.013
O12 0.2659 4.4436 -0.9506  -0.052
O13 -2.4959 -0.3818 -3.8408  -0.067
O14 -0.0447 -1.1116 -3.4684  -0.047
O15 -1.7655 1.1775 -1.9534  -0.056
O16 0.3256 0.2271 -2.1591  -0.280
O17 3.0891 2.5669 1.2767  0.044
O18 2.1001 -2.7483 1.8221  0.080
O19 -4.0310 -1.1311 -1.9336  -0.099
O20 0.1010 1.2635 -3.7081  -0.088
O21 2.1958 0.6110 3.1296  -0.107
N1 -0.0371 0.1925 -0.7593  -0.022
C1 -0.1425 -0.5282 2.1195  -0.112
C2 -0.7210 -1.0922 -0.3003  -0.266
C3 0.8869 2.4267 -0.0509  -0.082
C4 0.8673 0.9053 0.1754  -0.326
C5 0.2591 0.8913 1.6083  -0.072
C6 0.2743 -2.3243 -0.5105  -0.008
C7 -2.0571 -1.4380 -1.0525  -0.073
C8 -1.2299 -1.0890 1.1832  -0.111
C9 2.2703 0.3199 0.1956  0.018
H1 2.3310 3.2091 -2.8291  0.116
H2 -1.7977 -2.7035 3.1372  -0.040
H3 -4.4420 0.0658 0.7751  0.123
H4 0.3046 0.3944 -4.0535  0.020
H5 -0.1167 2.8467 -0.1190  0.089
H6 -0.9649 -4.0799 -1.4636  -0.008
H7 0.7482 -1.1557 2.1509  0.095
H8 -3.2953 0.1061 -4.0386  0.061
H9 2.9183 0.7012 -0.5936  0.114
H10 -2.6731 2.0511 0.9649  0.047
H11 3.4066 3.3485 1.7289  0.133
H12 -2.0914 -0.4255 1.2589  0.095
H13 2.8320 0.6430 1.0720  0.047
H14 1.0028 -2.3250 0.3003  0.050
H15 -1.5202 -2.0709 1.5570  0.087
H16 -0.5159 -0.5333 3.1436  0.056
H17 -3.9287 -0.8105 -1.0375  -0.186
H18 0.7530 -2.2793 -1.4887  0.069
H19 -3.7085 -1.2330 0.5161  0.073
H20 -0.9807 -1.0870 -3.2695  0.002
H21 -3.8838 -0.3607 -2.4823  0.023
H22 0.9258 3.8490 -0.5940  -0.082
H23 2.5288 4.5784 -0.0647  0.132
H24 -2.0874 0.1064 -3.1259  -0.025
H25 1.4830 0.3983 -2.5973  -0.113
H26 -2.4346 -2.4193 -0.7648  0.121
H27 -0.6417 1.5009 1.5371  0.110
H28 2.1130 -2.8875 0.8752  0.093
H29 1.3432 0.2103 3.2989  -0.078
H30 1.6550 -2.5591 2.8501  -0.187
H31 0.3821 -0.8806 -2.6433  -0.118
H32 -2.9111 -1.9693 2.0484  0.013
H33 1.4361 2.6329 -0.9695  0.047
H34 2.1660 2.7924 -1.3831  -0.095
H35 -0.2966 1.0952 -2.8538  -0.085
H36 2.8972 -3.1737 2.1381  0.131
H37 -0.2880 4.6643 -0.2017  0.052
H38 1.3936 2.9145 0.7819  0.119
H39 -4.0172 -1.3601 2.8834  0.070
H40 2.7728 3.1153 0.2382  -0.108
H41 3.6632 1.8639 1.5807  0.112
H42 -0.3069 -3.2394 -0.3967  0.086
H43 2.2857 -0.3801 -2.1114  -0.120
H44 -0.3678 -3.2604 -2.5878  0.000
H45 1.5234 -1.4354 -1.3387  -0.073
H46 -1.5262 2.3784 0.0324  -0.002
H47 1.5454 -1.7387 4.1177  0.072
H48 -2.7488 -0.6052 -0.9251  0.034
H49 0.9304 1.3941 2.3045  0.098
H50 -0.2851 -2.6905 3.1995  -0.076
H51 2.3092 -0.7586 0.0424  0.083
H52 -1.9533 -1.4969 -2.1359  0.078
H53 -2.3367 1.4992 -1.2559  0.026
H54 2.6643 1.3395 -2.4948  -0.058
H55 2.3530 0.4564 2.1982  -0.034
H56 0.4746 -0.4953 5.2102  0.100
H57 -0.2132 -0.3710 3.8673  -0.059
H58 -0.9389 0.9780 -1.5139  -0.043


Record 4
Molecular formula: C9H5Cl2F
Method: DFT, ωB97M-V/def2-TZVPD

Spin multiplicity: 3
<S²>: 2.05
Calculated total energy in Ha: -1365.9051
E_HOMO (spin up / spin down) in eV: -7.80 / -8.30

Each line ends with the Löwdin spin population.
Positions of all 17 atoms, in Å:
Cl1 2.7715 0.0322 -3.3375  0.195
Cl2 3.0652 2.7685 -0.2251  0.174
F1 1.8541 0.4112 2.6783  0.019
C1 1.2892 0.4009 -1.0411  0.081
C2 2.1822 0.8626 1.3658  0.097
C3 0.3152 -0.6271 -1.4331  0.066
C4 -1.2085 0.0678 0.3098  0.058
C5 -0.8403 -0.7967 -0.7698  -0.006
C6 1.9448 0.8182 -2.0915  0.747
C7 1.0081 1.0296 0.2891  0.092
C8 1.8592 2.2665 0.9854  0.483
C9 -0.3018 0.9795 0.8026  -0.013
H1 3.1768 0.5166 0.9222  -0.001
H2 0.7369 -1.2947 -2.0873  0.003
H3 -0.7109 1.6841 1.5518  0.001
H4 -1.4539 -1.6218 -1.1047  0.000
H5 -2.2148 0.0826 0.7556  0.003


Record 5
Molecular formula: C9H62NO23
Method: DFT, ωB97M-V/def2-TZVPD

Net charge: -1
Calculated total energy in Ha: -2165.4687
Relative energy (zero: lowest compared OMol25 entry of this formula, charge and spin) in kcal/mol: 4.8
E_HOMO in eV: -4.76

Each line ends with the Löwdin charge.
Positions of all 95 atoms, in Å:
O1 -20.3794 -6.9290 4.7978  -0.076
O2 -17.8866 -9.4922 4.0825  -0.298
O3 -15.6229 -11.2284 3.3306  -0.099
O4 -12.2579 -5.8373 1.1147  -0.102
O5 -11.9586 -6.7989 6.0848  -0.048
O6 -15.5917 -3.4083 1.1702  -0.045
O7 -15.8611 -13.5415 7.4385  -0.087
O8 -12.9745 -10.8367 3.1213  -0.034
O9 -20.5372 -9.8743 4.9656  -0.106
O10 -21.9224 -10.0471 7.7650  -0.082
O11 -17.9909 -0.3872 3.8907  -0.078
O12 -17.8555 -11.7031 -1.1026  -0.078
O13 -15.4962 -1.9497 3.3886  -0.064
O14 -20.2912 -4.4434 6.0884  -0.104
O15 -14.1049 -4.2908 6.8534  -0.026
O16 -18.1720 -11.8946 5.9171  -0.075
O17 -19.8752 -2.6341 4.1229  -0.076
O18 -12.5285 -7.5755 3.3534  -0.052
O19 -17.9660 -10.7932 1.7786  -0.120
O20 -14.2343 -10.7849 0.3402  -0.089
O21 -17.0072 -3.4127 7.9662  -0.071
O22 -16.4751 -1.3435 6.3617  -0.094
O23 -20.4174 -12.0754 2.6920  -0.093
N1 -17.7370 -8.1837 4.5004  -0.157
C1 -15.7543 -8.7859 6.0153  -0.012
C2 -17.2780 -7.3521 3.2462  -0.452
C3 -16.8785 -6.4958 5.9913  -0.153
C4 -17.9885 -8.4588 6.9011  -0.026
C5 -15.9281 -7.9515 2.6919  -0.010
C6 -17.0741 -5.9143 3.6351  -0.141
C7 -18.3049 -7.4669 2.1481  -0.032
C8 -17.0842 -8.0049 5.7505  -0.510
C9 -16.2247 -5.7323 4.8858  -0.168
H1 -19.6142 -9.7910 4.5780  0.020
H2 -13.1962 -5.5366 0.9697  0.069
H3 -17.6894 -0.6927 4.7551  -0.004
H4 -16.0948 -8.9331 2.2051  0.059
H5 -15.1909 -6.1239 4.7473  0.114
H6 -12.9397 -9.8968 3.2581  0.020
H7 -12.1558 -6.9376 2.7515  -0.010
H8 -17.4947 -8.2835 7.8546  0.086
H9 -15.2121 -8.1479 3.5178  0.056
H10 -16.3035 -6.3925 6.8880  0.103
H11 -12.1849 -6.7729 0.7323  0.089
H12 -16.4230 -3.1223 0.8441  0.011
H13 -12.3009 -7.1941 4.2107  -0.008
H14 -19.0276 -11.7636 6.3762  0.044
H15 -18.4664 -11.3437 -0.4239  0.030
H16 -21.1092 -10.2544 4.2499  0.065
H17 -16.6901 -5.5235 2.7244  0.092
H18 -19.4674 -7.2765 4.7215  0.009
H19 -18.2448 -9.4976 6.8058  0.063
H20 -14.1422 -11.4134 1.0914  0.027
H21 -18.6099 -8.4652 1.7805  0.082
H22 -16.3247 -4.1214 8.0074  0.049
H23 -16.3856 -14.0487 8.0874  0.034
H24 -15.5340 -3.0086 2.0198  -0.055
H25 -18.0449 -5.4162 3.8325  0.120
H26 -19.2388 -7.0293 2.5274  0.072
H27 -17.9501 -10.4091 2.7353  0.028
H28 -12.7410 -6.2096 6.0953  0.033
H29 -20.2584 -5.3655 5.6415  0.046
H30 -16.0585 -10.6025 3.9666  0.012
H31 -14.0333 -4.0160 5.9411  0.037
H32 -21.5050 -9.4807 8.4407  0.037
H33 -20.9383 -7.6691 5.0765  0.040
H34 -15.1575 -10.4716 0.4639  0.023
H35 -21.1871 -4.1418 6.2846  0.055
H36 -17.7953 -3.9797 7.7891  0.070
H37 -17.2205 -11.3833 1.7802  0.014
H38 -14.8122 -8.3994 5.5602  0.068
H39 -20.2256 -12.1396 3.6146  -0.012
H40 -18.0291 -6.7557 1.3490  0.095
H41 -12.3543 -7.6646 6.0760  0.030
H42 -15.6049 -8.7609 7.0993  0.078
H43 -13.6532 -3.6270 7.3630  0.048
H44 -15.2758 -2.0646 4.3254  0.031
H45 -15.5499 -7.3019 1.8882  0.086
H46 -16.4347 -13.5807 6.6532  0.020
H47 -21.5105 -9.8576 6.9080  -0.010
H48 -12.1174 -11.1927 2.9045  0.060
H49 -19.6031 -11.6155 2.2875  0.036
H50 -17.8543 -6.0511 6.2145  0.105
H51 -16.2706 -0.8935 7.2474  0.093
H52 -16.6863 -2.2565 6.6132  -0.009
H53 -16.1569 -4.6844 5.1648  0.087
H54 -19.1599 -3.0786 3.6248  0.047
H55 -18.0860 -11.0629 5.4164  -0.015
H56 -14.6520 -11.2135 3.5323  0.012
H57 -18.7724 -0.9781 3.7858  0.022
H58 -20.0210 -3.2121 4.8868  -0.022
H59 -16.3553 -1.4677 3.4200  0.032
H60 -17.0970 -11.1105 -1.1546  0.019
H61 -18.8587 -7.8320 6.8459  0.068
H62 -15.8614 -9.8279 5.7577  0.061


Record 6
Molecular formula: C9H64B3NO31
Method: DFT, ωB97M-V/def2-TZVPD

Calculated total energy in Ha: -2843.3051
E_HOMO in eV: -8.48

Each line ends with the Löwdin charge.
Positions of all 108 atoms, in Å:
O1 -0.6143 -1.6396 4.7424  -0.074
O2 2.0919 -1.7196 -4.9363  -0.041
O3 -5.4593 -4.5183 -8.2256  -0.077
O4 -2.1022 -0.4410 6.6573  -0.064
O5 3.8668 -0.9823 3.0476  -0.065
O6 -3.3587 -2.5373 -7.7447  -0.048
O7 3.6812 -6.0691 -1.7284  -0.050
O8 5.5859 -4.6984 1.4201  -0.052
O9 5.4288 -7.7137 1.4164  -0.051
O10 -4.1248 4.9187 3.3472  -0.046
O11 4.3652 4.4448 -4.6979  -0.068
O12 -3.9635 -0.0676 3.7341  -0.056
O13 5.1176 2.5309 0.5142  -0.062
O14 -5.0729 0.1251 7.8407  -0.049
O15 -0.2490 -0.7680 -1.9143  0.301
O16 6.5862 0.5231 -5.0896  -0.056
O17 -6.6768 5.2265 2.4171  -0.041
O18 -1.1334 1.5626 -1.9169  0.211
O19 -3.5982 -1.0162 -0.0851  0.216
O20 -3.2949 -0.0873 -5.7525  -0.038
O21 -5.8936 -1.1223 -3.2063  -0.048
O22 -5.0268 -2.8928 2.1847  -0.055
O23 3.8025 -3.2729 -0.9521  -0.053
O24 -5.3475 2.6666 3.2434  -0.072
O25 -1.9165 4.4557 1.3298  -0.048
O26 2.9813 6.6385 -4.0023  -0.057
O27 4.9493 1.7951 -3.0812  -0.060
O28 -2.9415 -4.2444 4.1242  -0.057
O29 0.5779 2.0559 5.2898  -0.047
O30 0.4713 0.8508 -3.6041  0.187
O31 3.6976 1.7783 4.1139  -0.056
N1 -2.7533 -0.2851 -2.2012  0.299
C1 1.0888 -0.7389 1.1148  -0.044
C2 1.3369 1.6879 0.2894  -0.021
C3 2.3824 -0.3666 -2.3379  -0.049
C4 0.0521 -0.3270 2.0764  -0.048
C5 0.2930 2.0726 1.2550  -0.081
C6 1.7467 0.2249 0.1837  -0.155
C7 -3.1117 -0.7349 -1.0992  -0.278
C8 2.8174 -0.4039 -0.8068  -0.129
C9 -0.3607 1.0889 2.1280  -0.085
B1 -0.3160 1.8773 -3.0445  -0.299
B2 -1.3234 0.1490 -1.9975  -0.584
B3 0.8237 -0.1165 -2.5802  -0.471
H1 -1.1696 1.4144 2.8260  0.087
H2 -4.9082 -5.1362 -8.7175  0.025
H3 -6.4607 -1.0173 -2.4334  0.039
H4 -3.3170 0.8739 -5.8178  0.049
H5 -2.1762 4.0183 0.5081  0.061
H6 1.3916 -1.8196 1.0686  0.120
H7 -7.3232 5.4370 3.1018  0.070
H8 3.8376 6.8963 -3.6384  0.056
H9 2.3744 6.7307 -3.2580  0.054
H10 -5.8115 0.2662 7.2369  0.045
H11 7.2092 0.4107 -5.8163  0.044
H12 1.7922 -2.1551 -5.7430  0.049
H13 4.0494 2.3042 4.8404  0.041
H14 -0.2754 2.9527 -3.5438  0.114
H15 -5.0161 -0.8797 -2.8892  -0.013
H16 4.2699 -3.6450 -0.1935  0.018
H17 -2.7249 -2.2009 -8.3875  0.050
H18 -2.0973 5.3899 1.1644  0.056
H19 2.6578 -1.3355 -2.8500  0.106
H20 -3.4286 -0.2032 2.9426  0.022
H21 -0.4344 -1.0690 2.7669  0.075
H22 5.9291 1.1401 -5.4364  0.039
H23 5.6312 1.1241 -3.2212  0.027
H24 -1.4787 -1.8533 5.1194  0.021
H25 -3.1266 -0.2553 -4.8172  0.019
H26 3.0690 -1.4772 -0.5512  0.078
H27 2.9539 0.4695 -2.8672  0.105
H28 -4.7781 5.5294 2.9839  0.029
H29 1.8114 2.4290 -0.4002  0.110
H30 5.9097 -5.5377 1.0667  0.008
H31 5.8958 -8.0848 2.1741  0.048
H32 -6.6381 6.0252 1.8780  0.059
H33 5.3630 2.6140 -3.3846  0.025
H34 3.6347 4.6187 -4.0948  0.018
H35 2.7385 1.8141 4.2407  0.015
H36 -3.4708 4.8199 2.6395  0.020
H37 4.7606 -8.3762 1.2061  0.047
H38 -2.8609 -0.2801 7.2352  0.017
H39 6.0710 -4.5886 2.2452  0.046
H40 4.2758 2.4166 0.9740  0.017
H41 3.7962 0.1541 -0.7240  0.106
H42 -6.1687 2.9060 2.7989  0.021
H43 0.3428 1.2495 5.7671  0.039
H44 -3.7417 -4.0102 3.6347  -0.001
H45 0.0022 -2.1783 5.2507  0.054
H46 -0.1672 2.2013 4.6959  0.017
H47 4.3817 5.2191 -5.2692  0.028
H48 3.0918 -0.8614 2.4878  -0.012
H49 4.9286 2.2239 -0.3790  -0.001
H50 -3.2066 -1.9955 -6.9589  0.020
H51 -5.3123 -0.6766 8.3202  0.044
H52 1.9251 -0.7822 -5.0997  0.039
H53 -4.7952 -2.3905 2.9792  0.020
H54 -2.0749 0.3353 6.0867  0.031
H55 -0.0354 3.1593 1.3057  0.082
H56 3.1330 -3.9357 -1.1626  0.035
H57 -4.5896 0.6262 3.4789  0.008
H58 -4.8819 -3.7540 -8.0790  -0.014
H59 4.0024 -6.9064 -2.0815  0.043
H60 -4.4038 -2.5742 1.5218  0.014
H61 -3.1895 -5.0363 4.6142  0.035
H62 4.1686 -5.9615 -0.9024  0.020
H63 -4.7837 3.4454 3.1298  -0.038
H64 4.3431 -0.1470 2.9616  0.013